# C10H12O2

An isolated molecule of C10H12O2 at a distorted geometry (the ωB97M-V functional and the def2-TZVPD basis, the OMol25 dataset).

Its structure (SMILES) is C=CCc1ccc(O)c(OC)c1. The LUMO energy is 0.85 eV. The calculation puts the total energy at -14656.23082 eV.

XYZ file:
```
24
C10H12O2 | the OMol25 dataset | the ωB97M-V functional and the def2-TZVPD basis
C -2.99 -1.97 -0.45
C -1.46 -0.27 0.27
C -0.16 -0.55 0.38
C 0.76 0.52 0.25
C 2.19 0.38 0.61
C 2.84 -0.88 -0.03
C 4.05 -0.48 -0.49
C 0.26 1.80 0.04
C -1.15 2.09 -0.03
C -2.03 0.95 0.01
H -2.22 -2.16 -1.19
H -3.18 -2.88 0.09
H -3.95 -1.35 -0.70
H 0.08 -1.59 0.68
H 2.76 1.22 0.37
H 2.20 0.32 1.68
H 2.76 -1.94 0.20
H 4.97 -0.95 -0.76
H 4.23 0.55 -0.68
H 0.97 2.53 -0.26
H -1.47 3.05 -0.51
H -3.72 1.89 -0.05
O -2.27 -1.28 0.68
O -3.49 0.96 -0.12
```